Molecular formula: C3H3ClO2
Method: DFT, ωB97M-V/def2-TZVPD

```
9
Properties=species:S:1:pos:R:3:forces:R:3
C -0.106 0.672 0.234 -0.4 -0.5 -0.8
C 1.225 0.999 -0.415 0.6 0.0 -1.5
O 2.363 0.952 -0.013 -2.3 0.2 -0.8
C 0.813 1.687 -2.010 -0.4 -2.8 1.4
O -0.114 1.280 -2.655 1.0 0.8 1.0
Cl 2.013 2.730 -2.569 0.8 1.0 -0.5
H -0.606 1.559 -0.157 -0.9 0.0 0.8
H -0.005 0.652 1.301 0.0 0.1 0.5
H -0.777 -0.215 -0.069 1.6 1.2 -0.1
```
Positions in Å, forces in eV/Å.

Computed properties:
HOMO energy	-9.845	eV
molar mass	106.5	g/mol
energy above the lowest of the compared OMol25 structures with the same formula, charge and spin	20.2	kcal/mol
multiplicity	1
SMILES	CC(=O)C(=O)Cl